# 1
The ion C28H39N2O4 with charge +1, computed with ωB97M-V/def2-TZVPD.

Properties
SMILES string = CCCCCCCCCCOC(=O)Cn1c(COc2cccc(OC)c2)[n+](C)c2ccccc21
Total charge = +1
ΔE to the lowest compared entry with this formula, charge and spin = 0.0 kJ/mol
HOMO = -10.992 eV
Gap between HOMO and LUMO = 8.156 eV

```
73
C28H39N2O4 ωB97M-V/def2-TZVPD
O 6.43595 -0.20175 -1.06142
O -2.57558 -2.93990 1.27386
O -0.63715 -2.22385 0.36542
O 2.94386 -0.61943 1.98553
N -0.70071 -0.10482 2.16452
N 0.84863 1.39644 1.76679
C 4.63259 -0.43665 0.38313
C -1.35369 -1.34579 2.48528
C 2.11159 2.08328 1.65870
C 1.64411 -0.94755 2.35643
C -3.13558 -3.09640 -1.13042
C 3.29635 -0.68986 0.64256
C -0.37048 2.02289 1.58540
C -1.36391 1.06288 1.83542
C 5.11887 -0.46274 -0.92296
C 2.90748 -0.98883 -1.68864
C -0.55465 1.36848 -2.10462
C -4.37642 -1.24019 -2.31750
C -0.70042 3.32520 1.23211
C -2.71363 1.37351 1.73638
C 4.23754 -0.74248 -1.96720
C -4.88037 0.19502 -2.14708
C -4.09821 -1.92041 -0.97586
C -2.92658 1.56545 -3.02692
C -3.03075 2.66914 1.38127
C 7.01078 -0.24941 -2.34942
C -1.47678 -2.23341 1.22429
C 0.77321 2.09477 -1.92852
C -1.63131 2.29514 -2.66863
C -2.89134 -3.83130 0.18519
C 0.62112 0.11950 2.07889
C -2.04369 3.62558 1.13384
C -3.75595 1.17625 -1.80364
C 2.41357 -0.96002 -0.39339
H -2.34163 4.62452 0.85805
H -4.18384 2.08247 -1.36934
H -4.06753 2.95049 1.29107
H -5.36031 0.52275 -3.07019
H -3.79270 -4.34139 0.52720
H 1.97298 3.11532 1.97524
H -1.23627 2.76582 -3.57095
H 6.57354 0.50400 -3.01133
H -3.46085 -1.22971 -2.91072
H -3.48517 0.64337 1.91873
H -2.07580 -4.55122 0.07291
H 1.53249 1.42004 -1.53674
H -3.65896 -1.19179 -0.28960
H 8.06738 -0.03233 -2.20566
H 1.12204 2.47386 -2.88572
H 6.90301 -1.24055 -2.79893
H 0.05239 4.07104 1.03769
H 1.68712 -1.11368 3.44296
H -3.53332 2.20774 -3.66776
H -1.84477 3.08886 -1.94782
H 2.46625 2.06989 0.62643
H 4.57785 -0.77520 -2.98870
H -2.67594 0.67446 -3.60484
H -0.78088 -1.89459 3.23724
H -2.18456 -2.73394 -1.52477
H 1.36905 -1.16621 -0.22902
H 1.31465 -1.87966 1.87514
H -3.10442 0.73199 -1.04872
H 0.65954 2.94076 -1.25336
H 2.85754 1.60895 2.29137
H 5.30885 -0.23128 1.19563
H -2.34823 -1.14188 2.88345
H -5.11422 -1.82498 -2.86776
H -0.87763 0.95909 -1.14349
H -3.53999 -3.82007 -1.83861
H 2.23012 -1.20819 -2.49940
H -0.41194 0.52872 -2.78720
H -5.63744 0.21217 -1.36011
H -5.03542 -2.26408 -0.53376
```

=====

# 2
A structure of composition C28H39N7O7P2Rb at a distorted geometry, computed with ωB97M-V/def2-TZVPD.

Properties
Total charge = -1
ΔE to the lowest compared entry with this formula, charge and spin = 184.8 kJ/mol
HOMO = -4.023 eV
Gap between HOMO and LUMO = 5.064 eV

```
84
C28H39N7O7P2Rb ωB97M-V/def2-TZVPD
Rb -1.47345 -0.91548 0.32278
P -3.51277 -2.99048 2.02553
P -0.81264 -3.85690 1.80918
O -4.80667 -3.44081 2.54909
O -3.52289 -2.91692 0.39729
O -2.88910 -1.68802 2.50533
O -2.33590 -4.11969 2.28872
O 0.14477 -4.90916 2.21033
O -0.90708 -3.48983 0.34075
O -0.45879 -2.48881 2.62542
N -0.33968 1.00982 -1.91963
N -2.21078 1.87672 0.71794
N 1.68633 -1.57365 0.21457
N 4.14631 -1.87674 0.38722
N 0.00769 0.21754 4.59132
N 1.13457 2.11702 0.14677
N -2.99854 0.29161 -1.88069
C 2.45325 4.11140 -2.68932
C -4.07514 -1.53793 -3.67651
C 1.98488 -2.98459 0.00824
C -1.90973 -1.60029 -4.87200
C 2.82911 3.60759 0.96051
C 0.54859 1.97319 -2.20441
C -0.07934 -0.29563 -3.98115
C -4.82200 -1.07142 -2.63820
C -2.57106 2.65628 3.03829
C 3.02424 4.10452 -0.29482
C 2.26970 3.60983 -1.38422
C 0.77302 2.54876 -3.47408
C 1.32124 2.58119 -1.11491
C -4.22473 -0.14301 -1.75903
C -2.22170 -0.19009 -2.88722
C -2.06946 1.38334 3.71565
C 2.10726 -1.14333 1.53710
C -0.62434 1.47917 4.19364
C 3.84484 -1.05526 -0.83655
C -0.60638 -1.19028 -4.92515
C 1.85451 2.60585 1.12752
C -2.73397 -1.11126 -3.83178
C -1.93683 2.93820 1.67274
C 3.48979 -3.22989 0.26772
C 3.65049 -1.16926 1.62263
C 1.68338 3.57818 -3.69464
C 2.32150 -0.77704 -0.81904
C -0.83689 0.23424 -2.94106
H 3.75538 4.88407 -0.48029
H 3.99700 -3.75861 -0.53896
H -2.31743 -2.30257 -5.58877
H -0.55431 2.17032 5.04086
H -1.32862 -2.01047 2.75951
H -4.47756 -2.25912 -4.37879
H 2.13076 0.27013 -0.61837
H 1.87399 -1.01066 -1.78561
H -0.01195 1.92605 3.40805
H 0.04854 -1.56555 -5.70397
H -2.18012 0.54381 3.02857
H -3.14822 1.92786 0.34051
H 0.19062 2.19723 -4.31387
H -2.71372 1.13428 4.56488
H -3.65586 2.58351 2.90734
H -0.85317 3.01057 1.77094
H -2.62592 -3.17506 0.07855
H -1.57437 1.86374 -0.07652
H 4.17432 -1.64217 -1.69388
H 3.66828 -3.74988 1.20864
H 4.02624 -1.72480 2.48092
H -4.78832 0.22714 -0.90661
H -5.83335 -1.40889 -2.45957
H 1.67520 2.19963 2.11905
H 5.15120 -2.00051 0.46335
H 1.77576 3.96309 -4.70525
H 1.64863 -1.79579 2.27711
H -0.49431 -0.17575 5.38051
H 0.96485 -0.01848 -4.06076
H 1.39918 -3.61200 0.67393
H 4.09753 -0.17468 1.61130
H 4.44382 -0.14682 -0.77383
H -0.10247 -0.47223 3.85356
H 1.71287 -3.25169 -1.01209
H -2.40389 3.52583 3.68710
H -2.27445 3.92865 1.33236
H 1.74873 -0.12973 1.71146
H 3.17038 4.90285 -2.86714
H 3.38916 3.96803 1.81389
```

=====

# 3
A structure of composition C28H40B2N12OOsS3 at a distorted geometry, computed with ωB97M-V/def2-TZVPD.

Properties
Spin multiplicity = 6
Total charge = +3
ΔE to the lowest compared entry with this formula, charge and spin = 130.5 kJ/mol
HOMO (spin up / spin down) = -15.349 / -15.346 eV
Gap between HOMO and LUMO (spin up / spin down) = 6.331 / 4.106 eV

```
87
C28H40B2N12OOsS3 ωB97M-V/def2-TZVPD
Os -0.47418 -0.07006 0.21913
S -0.81879 -1.78877 -1.41763
S 2.76729 0.16777 -2.40827
S -0.51229 -2.70820 2.61794
O -0.82277 -1.59824 1.60506
N 1.01829 -3.70920 -1.96789
N 2.68610 4.37594 0.60249
N 2.47452 1.93275 -4.40669
N 0.91021 -2.22586 -3.57050
N 1.13807 0.17682 -4.61345
N 1.65353 0.35980 1.08270
N 1.98173 1.66377 1.24241
N -1.11926 1.43716 1.60943
N 1.50695 4.15515 1.15237
N -0.26655 2.44011 1.93222
N 0.35377 2.64644 -0.47062
N -0.40210 1.59762 -0.90790
C -1.87534 2.42617 3.45450
C -0.69867 3.02550 3.06483
C -3.28795 0.52543 2.36219
C 2.10362 0.74234 -3.83099
C 2.67995 -0.37720 1.51401
C 2.67176 -1.86266 1.46687
C 3.52228 2.80978 -3.92593
C -2.72270 -2.80305 4.15049
C 3.69164 0.46977 1.97760
C 1.77024 -3.21972 -3.96212
C -1.76612 -3.99773 2.26204
C -2.18138 1.21045 -2.62690
C 0.16016 3.68195 -1.30578
C 4.15360 6.32917 0.25018
C -0.74551 3.32006 -2.27849
C -1.32892 -2.19150 4.16427
C 1.80332 6.34340 1.38383
C -2.55559 -4.19433 3.55046
C -2.11722 1.43045 2.50305
C -1.10792 2.00621 -1.98402
C 1.84204 -4.14094 -2.97208
C 1.73959 2.11113 -5.52282
C 0.71077 -4.45015 -0.76107
C 2.92979 5.69747 0.73147
C 3.21113 1.74508 1.79606
C 0.91645 1.01870 -5.64587
C 0.46184 -2.53669 -2.33689
C 0.94154 5.33828 1.63292
B 0.34117 -1.16934 -4.55006
B 0.92031 2.74166 0.99493
H 3.42848 3.77322 -4.42225
H 4.49245 7.09236 0.95558
H 1.71286 7.38695 1.63539
H 2.65446 -2.27528 2.47569
H -3.51855 -4.66057 3.34657
H 4.94278 5.60336 0.06888
H 0.65083 4.63069 -1.17130
H 3.57865 -2.22744 0.98545
H 4.50235 2.39156 -4.15394
H 0.37417 -1.61963 -5.65398
H -3.08334 -0.25874 1.63333
H -4.15444 1.09485 2.02196
H 3.44406 2.94680 -2.84975
H -3.05767 1.19010 -1.97446
H 3.94308 6.86568 -0.68643
H -3.39640 -2.21240 3.52709
H 0.61846 -3.76321 0.07720
H -0.14447 3.80878 3.55372
H -1.88465 0.18227 -2.81384
H -0.03567 5.37171 2.08217
H -1.25335 -4.89935 1.93211
H 1.84572 2.96735 -6.16641
H 3.67594 2.68385 2.02819
H 0.20594 0.78097 -6.41932
H 2.24518 -3.20586 -4.92645
H 1.50358 -5.16714 -0.56474
H -0.22864 -4.99001 -0.88270
H -1.14038 3.93313 -3.06954
H 2.38468 -5.06781 -2.91743
H 1.80310 -2.22012 0.91476
H 4.64292 0.17999 2.38823
H -2.48712 2.68123 4.30185
H -2.01118 -4.84487 4.23686
H -2.38166 -3.60880 1.45007
H -2.47446 1.67220 -3.56658
H -0.78722 -0.94500 -4.23049
H -1.30439 -1.10346 4.21003
H -3.14124 -2.84603 5.15507
H -3.56474 0.08116 3.31691
H -0.71842 -2.59635 4.97300
```

=====

The lowest total charge belongs to which entry?
C28H39N7O7P2Rb

=====

Which of these has the lowest total charge?
C28H39N7O7P2Rb